# 1
14
Properties=species:S:1:pos:R:3:lowdin_charge:R:1 method="wB97M-V/def2-TZVPD" smiles="C=C(C)N.O" lumo_ev=1.002 e_above_lowest_kj_mol=279.8
N -0.22 -2.61 -0.58 0.12
H -0.19 -2.90 -1.54 0.10
H -3.15 6.93 0.43 0.03
H 0.51 -2.45 1.88 0.07
H 1.73 -0.09 -1.02 0.02
H 2.47 -1.49 -1.65 0.02
C 0.77 -1.77 -0.18 -0.47
H 0.35 -0.67 1.69 0.08
C 1.65 -1.17 -1.04 -0.05
O -2.89 6.66 -0.46 -0.06
H -3.11 5.73 -0.50 0.03
H 1.91 -1.42 1.51 0.06
H -0.69 -3.17 0.11 0.09
C 0.86 -1.58 1.34 -0.04


# 2
17
Properties=species:S:1:pos:R:3:lowdin_charge:R:1 method="wB97M-V/def2-TZVPD" smiles="O=C1N=c2ccccc2=N1.O=C=O" lumo_ev=-2.352 e_above_lowest_kj_mol=88.6
C 3.41 2.05 0.52 -0.49
H 2.87 -1.94 -0.28 0.09
H -0.73 1.28 0.64 0.11
H -1.21 -0.85 -0.29 0.14
C -0.14 -0.51 -0.21 -0.07
C 0.89 -1.49 -0.31 -0.04
N 3.68 0.71 0.35 0.20
C 1.44 1.19 0.47 -0.23
O -0.59 1.52 3.12 0.20
C 0.10 1.80 4.00 -0.45
H 0.52 -2.36 -0.81 0.11
C 2.19 -1.23 0.00 0.02
N 1.99 2.32 0.53 0.22
C 0.12 0.73 0.23 -0.03
C 2.54 0.12 0.33 -0.18
O 4.24 2.93 0.57 0.15
O 0.89 1.96 4.77 0.27


# 3
81
Properties=species:S:1:pos:R:3:lowdin_charge:R:1 method="wB97M-V/def2-TZVPD" total_charge=+1 lumo_ev=-2.974
H -4.46 0.12 -1.67 0.08
O -0.60 0.38 -1.29 -0.18
H -0.39 0.42 -3.42 0.14
N 1.21 -0.13 0.33 -0.13
C -1.47 3.99 0.82 -0.01
H -2.58 1.57 -3.20 0.12
H 1.34 -2.88 -1.09 0.13
H 1.48 0.96 -1.60 0.18
C 0.78 2.45 0.56 -0.06
O -1.96 -4.93 2.22 -0.04
I 3.67 -1.42 1.86 1.01
H -0.79 -2.06 -0.50 0.13
H -0.12 -7.64 -2.67 0.12
C 0.58 -7.59 -5.37 -0.21
C -1.04 -0.07 -2.62 -0.16
C -0.77 -7.30 -4.72 -0.22
C -0.61 2.73 1.19 0.01
C -0.52 -2.09 0.61 -0.27
H 1.86 6.31 5.31 0.12
C 0.81 0.14 -1.12 -0.12
C 1.31 3.52 -0.47 0.07
H -1.41 -8.18 -4.70 0.12
O 0.42 -4.38 -3.77 -0.35
C 1.06 4.64 4.19 -0.24
H 2.31 3.44 -1.01 0.11
C 1.50 -6.41 -5.07 -0.22
H 1.02 -0.78 -1.80 0.15
C -1.78 -2.55 1.54 -0.11
O 1.91 -5.98 -2.49 -0.33
C 2.26 -1.23 0.23 -0.61
H -2.51 4.16 1.28 0.12
H 0.49 -7.75 -6.45 0.12
H 0.84 -3.05 1.91 0.11
C 1.67 -2.71 0.00 -0.25
N 0.56 -3.11 0.91 -0.03
C 0.66 5.02 6.56 -0.21
C 1.71 1.17 0.91 -0.34
H 1.43 -5.63 -5.83 0.11
F 0.69 5.71 -3.16 0.08
F 2.53 5.77 -1.73 0.03
S 0.93 -5.71 -3.52 0.65
O -0.73 6.47 3.59 -0.31
H 0.42 -0.95 2.24 0.15
C 0.08 -0.68 1.16 -0.06
H 1.53 4.99 3.27 0.11
F 0.81 7.21 -1.34 0.06
H -2.70 -1.89 1.41 0.13
H 2.88 -0.98 -0.71 0.13
H 0.63 3.96 6.84 0.12
C -3.40 0.50 -1.41 -0.11
H -0.90 6.51 6.20 0.11
C -0.94 5.07 -0.18 0.05
H -1.38 -2.51 2.63 0.14
O -1.50 4.08 3.90 -0.35
C 1.09 5.89 -1.82 -0.36
H 1.01 -8.50 -4.94 0.12
H -1.29 -6.51 -5.27 0.12
S -0.64 5.19 4.25 0.66
H 2.54 -6.72 -4.96 0.11
F 3.00 1.54 0.38 0.03
H -1.54 6.00 -0.44 0.12
H -3.56 1.56 -0.99 0.08
H 2.54 -3.45 0.18 0.12
H -1.28 -6.29 -2.84 0.01
C -0.71 5.45 6.02 -0.22
C -0.45 -6.82 -3.31 -0.25
H -3.16 -0.16 -3.54 0.12
H 0.92 5.59 7.46 0.12
F 1.69 1.19 2.36 0.01
H 1.06 3.55 4.23 0.10
H -0.82 0.01 1.28 0.13
H -2.99 -0.19 -0.60 0.05
I -2.69 -4.84 -0.72 0.84
H 2.64 4.76 5.68 0.12
H -1.08 2.01 1.94 0.10
H -1.51 4.85 6.44 0.11
C 0.47 4.80 -0.80 -0.03
C -2.09 -4.12 1.27 -0.72
C -2.56 0.49 -2.79 -0.19
H -1.09 -1.21 -2.71 0.13
C 1.68 5.24 5.45 -0.22


# 4
42
Properties=species:S:1:pos:R:3:lowdin_charge:R:1 method="wB97M-V/def2-TZVPD" smiles="O=C1CCCC[C@H]1N1CCC(c2ccccc2)CC1" lumo_ev=0.669 e_above_lowest_kj_mol=313.4
H 1.20 5.38 0.63 0.13
H -2.46 -5.63 0.20 0.13
H -1.41 1.16 1.24 0.07
C -0.76 -5.53 -1.30 -0.11
H 1.06 -2.89 -1.63 0.07
C 1.68 0.03 1.26 -0.14
C 1.45 -1.27 0.43 -0.11
H 0.03 4.28 1.46 0.11
H 0.73 -4.89 -2.72 0.07
C 0.83 1.92 -0.20 -0.20
C 0.02 -1.83 0.77 -0.27
C 0.13 -4.70 -1.91 -0.05
C -1.35 3.43 -0.80 -0.10
H -1.99 3.15 0.11 0.14
C 0.34 -3.49 -1.22 -0.01
H 1.52 1.38 -0.79 0.12
H 1.89 3.02 1.22 0.12
H -1.94 -1.16 0.69 0.11
C -0.69 0.46 1.40 -0.13
O -0.68 1.56 -2.15 0.04
C 1.43 3.27 0.23 -0.15
N 0.58 1.02 0.95 -0.12
H -1.26 5.58 -0.37 0.14
H 0.10 4.92 -1.43 0.10
H 2.29 3.61 -0.32 0.10
H -0.04 -2.00 1.84 0.15
H -1.85 -3.61 1.20 0.11
C -0.27 -3.04 -0.02 -0.19
H -0.99 -0.42 -0.60 0.11
H 1.70 -0.19 2.31 0.10
H -0.97 -6.48 -1.68 0.08
C -1.23 -3.93 0.39 -0.07
H -0.59 0.07 2.40 0.12
H 2.72 0.43 1.11 0.13
H 1.51 -1.01 -0.64 0.12
C -0.97 -0.75 0.43 -0.12
C -0.38 2.30 -1.18 -0.26
C -1.54 -5.12 -0.25 -0.08
C 0.51 4.47 0.50 -0.23
H 2.25 -1.89 0.57 0.08
C -0.48 4.73 -0.56 -0.21
H -2.11 3.64 -1.57 0.11


# 5
115
Properties=species:S:1:pos:R:3:lowdin_charge:R:1 method="wB97M-V/def2-TZVPD" total_charge=+1 lumo_ev=-2.727 e_above_lowest_kj_mol=113.6
O 3.13 -2.36 5.96 0.10
H -1.78 3.80 -1.04 0.13
O 1.56 0.17 -1.48 -0.35
C -0.60 -2.18 0.22 0.01
C 0.86 4.62 -3.08 -0.34
H -1.27 -7.19 2.98 0.09
H -0.11 -0.49 4.58 0.11
S -0.32 -5.22 2.91 0.66
H -3.59 3.55 -0.80 0.06
H 4.66 1.86 0.12 0.11
H 0.24 1.71 2.13 0.10
C -2.29 0.69 -2.21 -0.24
C -2.99 5.27 -1.78 -0.28
H -1.48 -0.29 -2.24 0.16
H -2.46 5.01 -2.66 0.10
H -2.01 1.47 -1.42 0.09
H 0.94 2.96 -2.17 -0.02
H 2.17 6.18 -3.75 0.11
H 2.69 0.47 -0.47 0.14
N 1.89 -1.01 4.35 0.03
H 0.69 -0.43 -0.27 0.06
C -4.78 1.06 -2.67 -0.20
H -0.23 4.83 -3.15 0.12
N 0.04 -0.86 0.43 0.04
H -4.09 5.35 -1.78 0.15
C 3.73 -2.26 -0.92 0.00
H -1.60 -2.18 -0.47 0.16
C 4.35 -0.96 -0.49 -0.29
C -0.19 1.71 1.08 0.01
H 5.11 -2.14 4.26 0.14
O 2.77 4.06 -0.09 -0.35
C -3.35 -4.75 -3.07 0.03
H -4.19 2.62 -3.85 0.12
H 1.03 -8.33 4.40 0.15
C -2.54 -5.26 -2.01 -0.03
H 2.84 -6.59 3.84 0.11
N 3.46 0.06 0.33 -0.02
H -4.53 1.27 -4.64 0.09
C -2.85 4.25 -0.88 -0.32
H 2.08 -4.28 3.03 0.11
H 2.73 -2.54 -0.71 0.05
C 0.90 -7.43 3.72 -0.12
C 2.10 6.10 -1.54 -0.14
C -4.08 1.53 -3.78 -0.29
H 0.16 -2.80 -0.10 0.05
H 0.35 -3.25 -2.73 0.15
O 0.31 4.65 -0.09 -0.28
C -3.75 0.11 -1.87 -0.12
H -0.76 -5.30 -1.01 0.08
H 2.50 -2.37 1.65 -0.04
H -1.28 6.55 -1.27 0.11
H -1.93 6.93 0.74 0.11
H 1.69 -5.82 5.05 0.16
O -4.61 4.72 0.85 -0.27
C -1.56 -3.28 -3.77 -0.05
C -2.89 -3.66 -3.89 -0.16
H 0.23 -2.28 5.37 0.15
H 2.83 -0.52 0.91 0.06
O -2.27 4.32 1.66 -0.33
H 1.86 -1.39 3.35 0.06
O -0.75 -4.24 3.81 -0.29
H 2.57 3.28 -2.54 0.22
C -1.16 -4.81 -1.91 -0.07
H 3.86 -2.39 -2.02 0.12
C -0.52 -6.79 3.55 -0.20
H 0.86 -0.69 6.03 0.06
O -1.72 2.71 -3.72 -0.33
C 1.48 5.91 -2.96 -0.21
H 1.00 -7.84 2.89 0.02
H 0.39 2.04 0.02 0.13
H 1.56 6.71 -1.22 -0.04
H -5.70 0.80 -3.05 0.09
H -3.78 -0.84 -2.40 0.10
F -3.62 -3.17 -5.01 0.00
H 4.36 -3.10 -0.65 0.09
H -4.19 -5.20 -2.95 0.04
C 1.48 -5.23 2.95 -0.27
C 3.19 -1.62 4.94 -0.30
H 1.79 -5.55 1.99 0.10
H 1.33 0.75 -2.23 -0.02
C -2.82 6.57 0.24 -0.22
H 0.98 4.32 -4.23 0.19
H 2.13 -0.08 4.11 0.14
O -1.94 0.36 -4.64 -0.27
S 1.57 4.59 -0.74 0.71
C -0.72 -3.80 -2.80 -0.10
C 4.50 -1.15 4.27 0.03
H 3.16 6.38 -1.60 0.14
H 3.40 2.03 1.39 0.16
H -5.16 1.77 -1.89 0.13
S -3.22 4.91 0.70 0.68
S -2.36 1.39 -3.81 0.64
O -0.67 -5.17 1.50 -0.32
C 4.18 1.15 0.85 -0.11
H 4.33 -0.95 3.16 0.08
C 1.44 3.71 -2.28 -0.27
H -1.06 2.41 1.01 0.05
H 0.83 -1.20 0.89 0.02
H 4.86 0.95 1.65 0.06
H 0.74 6.78 -3.21 0.15
H -2.70 -6.05 -1.45 0.05
H -0.94 -2.31 1.16 0.05
C -2.39 6.56 -1.21 -0.18
O -1.89 0.13 1.46 0.13
H -3.79 0.04 -0.81 0.09
C 1.86 -6.20 3.96 -0.21
O 2.07 -1.59 1.86 -0.28
H -1.12 -6.60 4.30 0.05
H -3.71 7.17 0.49 0.12
C 0.61 -1.15 5.14 0.02
O 5.59 -0.83 -0.55 0.09
H -2.78 7.44 -1.77 0.13
H -1.16 -2.61 -4.39 0.07
C -0.75 0.26 1.10 -0.37
H 4.98 -0.41 4.87 0.08


# 6
45
Properties=species:S:1:pos:R:3:lowdin_charge:R:1 method="wB97M-V/def2-TZVPD" total_charge=+2 lumo_ev="-7.948 / -7.974"
N -0.06 -1.81 -0.97 0.05
H -2.10 -1.26 2.84 0.11
H 1.73 3.30 1.99 0.08
H -3.28 1.37 -1.30 0.05
P 1.13 -1.38 1.74 0.80
H 2.16 -0.73 3.84 0.07
H 2.79 -1.78 0.11 0.12
H 0.72 -4.67 -3.44 0.13
C -1.59 -0.72 -2.42 -0.15
H 3.34 -0.79 2.49 0.07
H 1.93 3.92 0.31 0.09
O -5.00 -1.86 0.03 -0.06
C 0.54 -3.82 -2.79 -0.01
H 0.94 0.81 -3.23 0.07
H 2.22 -3.31 0.84 0.11
In -0.05 0.58 0.62 0.70
C 1.90 -2.36 0.39 -0.25
C 1.00 -2.60 -0.80 -0.33
O 1.31 2.05 0.38 -0.47
H 0.52 -3.42 2.76 0.08
H 2.76 -2.31 3.24 0.07
H 2.25 -4.19 -1.49 0.13
C 0.35 1.58 -2.71 -0.19
H -0.47 -2.12 3.42 0.06
C -0.77 -1.86 -2.15 -0.32
H -2.18 2.79 -1.13 0.06
C -0.05 -2.53 2.49 -0.25
H -0.83 -2.85 1.78 0.06
C -2.44 1.91 -1.74 -0.22
H -5.48 -2.69 0.04 0.05
H -4.91 -1.69 -0.91 0.04
C 1.36 -3.61 -1.69 0.02
H -1.73 -0.47 1.48 0.00
H 1.03 2.12 -2.03 0.04
H -1.29 -3.14 -3.78 0.13
C 1.29 3.31 0.97 -0.23
H -0.06 2.28 -3.45 0.07
H -3.35 -0.90 1.83 0.18
P -1.01 0.80 -1.76 0.80
H -2.25 -0.70 -3.29 0.10
C -0.56 -2.99 -3.00 0.03
H 0.30 3.80 1.05 0.08
O -2.47 -0.60 2.23 0.16
C 2.48 -1.29 2.95 -0.21
H -2.67 2.22 -2.76 0.07